DFT (ωB97M-V/def2-TZVPD) results for 2 unconnected molecules or ions with the total composition C5H15N2O.

E in eV: -10449.700
HOMO energy in eV: -11.178

```
! RIJCOSX wB97M-V def2-TZVPD def2/J DEFGRID3
* xyz 1 1
C 0.941 -0.835 0.018
C -0.161 -0.863 1.055
C -1.156 0.303 0.930
N 0.386 3.744 1.030
C -0.134 2.516 1.305
C -0.604 1.621 0.426
N 0.327 -0.892 -1.360
H 1.558 -1.729 0.076
H 1.520 0.070 0.109
H -0.660 -1.835 1.078
H 0.317 -0.798 2.033
H -1.606 0.469 1.901
H -2.050 0.024 0.356
H 0.715 3.985 0.113
H 0.763 4.341 1.746
H -0.211 2.314 2.358
H -0.596 1.807 -0.649
H -0.441 -0.228 -1.446
H 0.995 -0.655 -2.088
H -0.027 -1.845 -1.559
H -0.657 -4.147 -2.249
H 0.732 -3.874 -2.878
O 0.048 -3.492 -2.309
*
```

Atom charges from the natural (NBO) analysis, given in e for atoms 1 to 4:
1 C -0.2183
2 C -0.4302
3 C -0.4493
4 N -0.7930

---

DFT (ωB97M-V/def2-TZVPD) results for a single C23H26FN3O3 molecule.

E in eV: -37603.326
SMILES: C[C@H]1CCO[C@@]2(O1)C(=O)N(CN1CCN(c3ccccc3F)CC1)c1ccccc12
HOMO energy in eV: -7.708

```
! RIJCOSX wB97M-V def2-TZVPD def2/J DEFGRID3
* xyz 0 1
C -3.335 -2.843 2.426
C -3.364 -2.349 0.987
C -4.668 -2.704 0.268
C -4.655 -2.017 -1.095
O -4.453 -0.619 -0.942
C -3.292 -0.299 -0.225
O -3.223 -0.928 1.035
C -1.986 -0.577 -1.019
O -1.611 -1.642 -1.462
N -1.292 0.594 -1.119
C 0.089 0.619 -1.588
N 1.076 0.483 -0.563
C 1.320 1.628 0.292
C 2.760 1.516 0.837
N 3.140 0.125 0.991
C 4.233 -0.385 0.322
C 4.250 -1.658 -0.260
C 5.383 -2.166 -0.866
C 6.549 -1.425 -0.927
C 6.572 -0.166 -0.352
C 5.441 0.325 0.264
F 5.541 1.546 0.859
C 2.019 -0.709 1.334
C 0.960 -0.737 0.217
C -2.009 1.656 -0.566
C -1.699 3.002 -0.540
C -2.608 3.867 0.057
C -3.791 3.405 0.605
C -4.108 2.052 0.565
C -3.212 1.193 -0.026
H -4.157 -2.404 2.984
H -2.401 -2.551 2.899
H -3.424 -3.926 2.445
H -2.518 -2.776 0.428
H -4.755 -3.783 0.149
H -5.511 -2.333 0.855
H -5.616 -2.106 -1.605
H -3.866 -2.444 -1.726
H 0.261 1.548 -2.136
H 0.185 -0.235 -2.268
H 0.592 1.690 1.117
H 1.241 2.541 -0.298
H 3.438 1.997 0.134
H 2.834 2.035 1.801
H 3.355 -2.258 -0.253
H 5.347 -3.151 -1.306
H 7.431 -1.818 -1.406
H 7.465 0.440 -0.356
H 2.361 -1.714 1.576
H 1.577 -0.282 2.242
H -0.037 -0.847 0.675
H 1.111 -1.578 -0.464
H -0.789 3.384 -0.974
H -2.382 4.923 0.087
H -4.477 4.101 1.062
H -5.030 1.676 0.977
*
```

Atom charges from the natural (NBO) analysis, given in e for atoms 1 to 4:
1 C -0.6120
2 C 0.0865
3 C -0.4534
4 C -0.0756

---

DFT (ωB97M-V/def2-TZVPD) results for 2 unconnected molecules or ions with the total composition C5H11ClSi.

E in eV: -25762.120
HOMO energy in eV: -7.814

```
! RIJCOSX wB97M-V def2-TZVPD def2/J DEFGRID3
* xyz 0 1
C -2.901 0.721 0.188
C -1.784 1.198 -0.344
C 1.140 -0.986 -1.706
C 1.268 -1.366 1.488
C -0.580 1.397 0.347
Si 1.439 -0.225 -0.038
Cl 3.269 0.599 -0.043
H -3.753 0.748 -0.465
H -2.900 0.920 1.320
H -1.749 1.395 -1.386
H 1.797 -0.598 -2.509
H 1.492 -2.045 -1.814
H 0.161 -0.874 -1.939
H 0.233 -1.436 1.560
H 1.765 -2.315 1.424
H 1.567 -0.769 2.389
H -0.591 1.409 1.363
H 0.127 2.228 0.165
*
```

Atom charges from the natural (NBO) analysis, given in e for atoms 1 to 4:
1 C -0.4389
2 C -0.2183
3 C -1.1582
4 C -1.1039

---

DFT (ωB97M-V/def2-TZVPD) results for a single C11H11BrN2O4 molecule.

E in eV: -92798.971
SMILES: O=C(O)CCC(=O)NNC(=O)c1cccc(Br)c1
HOMO energy in eV: -9.740

```
! RIJCOSX wB97M-V def2-TZVPD def2/J DEFGRID3
* xyz 0 1
O -5.620 -0.812 -1.502
C -4.468 -0.681 -1.807
O -3.528 -1.493 -1.343
C -4.011 0.430 -2.757
C -3.811 1.742 -1.976
C -2.571 1.624 -1.122
O -2.543 1.366 0.053
N -1.403 1.839 -1.833
N -0.227 1.302 -1.317
C -0.124 -0.055 -1.252
O -0.909 -0.765 -1.859
C 1.034 -0.588 -0.495
C 1.591 -1.793 -0.917
C 2.662 -2.342 -0.237
C 3.181 -1.705 0.878
C 2.605 -0.519 1.305
Br 3.300 0.355 2.847
C 1.536 0.050 0.636
H -2.613 -1.268 -1.609
H -3.094 0.136 -3.274
H -4.805 0.577 -3.491
H -4.674 1.909 -1.331
H -3.710 2.579 -2.670
H -1.446 1.859 -2.845
H 0.310 1.903 -0.707
H 1.172 -2.283 -1.782
H 3.095 -3.272 -0.569
H 4.015 -2.126 1.417
H 1.085 0.950 1.024
*
```

Atom charges from the natural (NBO) analysis, given in e for atoms 1 to 4:
1 O -0.5805
2 C 0.7902
3 O -0.6819
4 C -0.5101

---

DFT (ωB97M-V/def2-TZVPD) results for a gas-phase ion, C6H8N (charge +1).

E in eV: -7830.598
SMILES: C1=C[C@@H]2C=[N+]2CC1
HOMO energy in eV: -14.109

```
! RIJCOSX wB97M-V def2-TZVPD def2/J DEFGRID3
* xyz 1 1
C 1.126 0.955 0.336
C 0.026 1.564 -0.034
C -1.219 0.822 -0.363
C -2.005 -0.139 0.531
N -1.104 -0.659 -0.144
C 0.071 -1.467 -0.188
C 1.317 -0.546 0.118
H 1.935 1.609 0.482
H 0.165 2.675 -0.081
H -1.494 1.275 -1.324
H -2.829 -0.420 1.257
H 0.284 -1.787 -1.287
H -0.184 -2.249 0.399
H 2.077 -0.694 -0.738
H 1.836 -0.939 1.036
*
```

Atom charges from the natural (NBO) analysis, given in e for atoms 1 to 4:
1 C -0.1328
2 C -0.2655
3 C -0.0834
4 C 0.2899

---

DFT (ωB97M-V/def2-TZVPD) results for a gas-phase ion, CH3ClNO3S (charge -1).

E in eV: -32074.138
SMILES: CN1OS1(=O)([O-])Cl
HOMO energy in eV: -4.582

```
! RIJCOSX wB97M-V def2-TZVPD def2/J DEFGRID3
* xyz -1 1
C 0.233 0.579 1.305
N -0.154 0.797 -0.070
O -1.520 0.330 -0.224
S -0.289 -0.530 -1.173
O -0.399 -1.892 -0.769
O -0.597 -0.124 -2.514
Cl 1.834 -0.473 -1.400
H -0.634 0.200 1.830
H 0.803 -0.293 1.357
H 0.723 1.406 1.658
*
```

Atom charges from the natural (NBO) analysis, given in e for atoms 1 to 4:
1 C -0.4638
2 N -0.3612
3 O -0.6650
4 S 2.2841

---

Energy above the lowest of the compared OMol25 structures with the same formula, charge and spin readings, ordered: 19.9 35.0 45.0 1.9 117.4 46.2 kcal/mol